Molecular formula: C2H8N2
Method: DFT, ωB97M-V with the def2-TZVPD basis set

Last column: Löwdin charge in e.
Atoms and positions in Å:
N 0.50 1.69 0.61  -0.0077
C -0.41 0.61 0.20  -0.3026
C 0.40 -0.65 -0.09  -0.2868
N -0.41 -1.79 -0.61  -0.0236
H -0.06 2.36 1.10  0.0533
H 0.92 2.09 -0.21  0.0561
H -1.11 0.43 1.02  0.1093
H -0.98 0.82 -0.72  0.1042
H 0.81 -1.03 0.84  0.0986
H 1.16 -0.44 -0.83  0.1048
H -0.21 -1.99 -1.58  0.0508
H -1.39 -1.59 -0.60  0.0435

Results
Energy relative to the best compared isomer or geometry (same formula, charge and spin): 4.6 kcal/mol
LUMO energy: 1.102 eV
SMILES: NCCN
Orbital gap: 10.244 eV
Net charge: 0
Energy: -190.491513 hartree
HOMO energy: -0.3360 hartree